# C43H61N4O3Ta

C43H61N4O3Ta as an isolated structure at a distorted geometry (ωB97M-V/def2-TZVPD, the OMol25 dataset).

HOMO in eV: -13.597
Maximum force in eV Å⁻¹: 1.77
Gap between HOMO and LUMO in Eh: 0.2869
Electronic energy in Ha: -2176.62070
Charge: +2

Element x y z (Å)
1 Ta 0.61 0.30 0.49
2 O 0.43 1.52 -0.85
3 O 0.62 -1.50 0.82
4 O 1.08 1.07 2.17
5 N -1.23 -0.60 -0.94
6 N -1.43 1.06 1.37
7 N 4.89 0.58 0.74
8 N 2.78 0.34 0.29
9 C -1.57 -5.02 1.06
10 C 1.99 -4.97 3.30
11 C 1.69 5.17 -2.48
12 C 0.37 -3.70 1.85
13 C -1.03 -2.05 -1.25
14 C -3.28 4.28 -4.12
15 C 3.37 0.68 2.70
16 C -2.48 -6.23 1.26
17 C -1.70 0.32 2.64
18 C -3.22 -6.07 2.59
19 C -4.65 4.02 -3.48
20 C 4.36 0.52 3.66
21 C 3.50 0.23 -0.90
22 C -1.32 1.54 -2.37
23 C 2.07 0.91 3.12
24 C -3.28 3.71 -5.55
25 C -1.30 2.51 1.67
26 C -0.18 3.65 -1.88
27 C 0.30 5.65 -0.44
28 C 0.93 4.54 -1.30
29 C 1.74 1.00 4.45
30 C -0.95 -2.98 -0.07
31 C 2.75 0.84 5.40
32 C -2.51 -0.45 -0.23
33 C -1.76 -4.10 0.02
34 C -3.52 -6.35 0.14
35 C 4.81 0.38 -0.63
36 C 3.66 0.55 1.27
37 C -2.25 2.19 -3.14
38 C -1.16 4.26 -2.68
39 C 2.76 -2.89 2.22
40 C 1.07 -2.77 4.06
41 C -2.58 0.89 0.45
42 C -0.50 -4.79 1.92
43 C 0.04 -2.78 0.87
44 C -2.21 3.58 -3.30
45 C -0.33 2.28 -1.74
46 C 1.54 -3.58 2.84
47 C 1.96 3.81 -0.43
48 C -3.06 5.79 -4.20
49 C -1.63 -7.51 1.29
50 C 4.06 0.61 5.00
51 C -1.26 0.05 -2.29
52 H -0.97 -7.54 2.16
53 H -1.05 3.05 0.76
54 H -3.06 -6.51 -0.83
55 H -1.10 5.33 -2.81
56 H 3.63 -3.05 2.86
57 H 5.68 0.38 -1.26
58 H -4.89 2.95 -3.45
59 H -3.86 6.24 -4.78
60 H -3.08 6.26 -3.21
61 H -4.17 -5.48 0.08
62 H 2.62 -1.82 2.13
63 H 5.38 0.31 3.36
64 H -2.11 -0.37 -2.84
65 H 2.91 -4.88 3.87
66 H -2.29 -8.38 1.34
67 H -0.38 6.27 -1.01
68 H -4.16 -7.21 0.35
69 H 5.74 0.74 1.26
70 H 2.49 5.81 -2.10
71 H 1.87 -2.70 4.80
72 H -3.84 -6.94 2.78
73 H -2.60 0.72 3.10
74 H -0.11 -2.12 -1.83
75 H -3.51 0.97 1.02
76 H 2.45 2.99 -0.97
77 H -1.02 -7.60 0.39
78 H -0.54 2.67 2.42
79 H -3.35 -0.57 -0.92
80 H 2.18 -5.63 2.45
81 H 0.72 1.20 4.75
82 H -0.25 5.23 0.41
83 H 1.09 6.30 -0.05
84 H -4.68 4.40 -2.45
85 H -3.86 -5.19 2.58
86 H -3.02 1.61 -3.64
87 H -3.51 2.64 -5.57
88 H -2.56 1.70 -0.26
89 H -0.86 0.44 3.32
90 H -2.26 2.89 2.05
91 H 2.13 4.41 -3.12
92 H -1.84 -2.39 -1.90
93 H 3.00 -3.29 1.23
94 H -0.31 -5.53 2.69
95 H 0.21 -3.24 4.54
96 H -1.83 -0.74 2.43
97 H -2.52 -5.97 3.43
98 H 4.84 0.48 5.74
99 H 3.03 0.07 -1.86
100 H 2.50 0.91 6.45
101 H -5.44 4.52 -4.04
102 H -0.36 -0.30 -2.79
103 H -4.03 4.22 -6.16
104 H -2.58 -1.25 0.51
105 H 2.74 4.52 -0.16
106 H -2.52 -4.26 -0.73
107 H 1.54 3.43 0.50
108 H -2.30 3.85 -6.03
109 H -2.11 6.04 -4.68
110 H 1.04 5.79 -3.10
111 H 0.78 -1.75 3.77
112 H 1.26 -5.46 3.95

Mulliken atomic charge list, values in e, 6 entries:
1. Ta 2.112
2. O -0.833
3. O -0.353
4. O 0.769
5. N 1.042
6. N 0.010


# C43H62F21NO17S

A 8-piece molecular cluster, C43H62F21NO17S overall at a distorted geometry (ωB97M-V/def2-TZVPD, the OMol25 dataset).

HOMO in eV: -10.036
Structure (SMILES): CCCCCCCCCCCCCOC(=O)ON=C=S.CCOC(=O)C(F)(F)F.CCOC(=O)C(F)(F)F.CCOC(=O)C(F)(F)F.CCOC(=O)C(F)(F)F.CCOC(=O)C(F)(F)F.CCOC(=O)C(F)(F)F.CCOC(=O)C(F)(F)F
Maximum force in eV Å⁻¹: 5.86
Gap between HOMO and LUMO in Eh: 0.3102
Electronic energy in Ha: -5504.72905

Element x y z (Å)
1 S 4.63 -8.70 -5.08
2 F 0.99 1.70 6.34
3 F -4.47 -0.48 -8.39
4 F 2.17 3.43 5.78
5 F 3.81 7.89 0.69
6 F -7.31 -2.34 1.98
7 F -0.56 -1.54 9.09
8 F -4.43 -2.62 -8.62
9 F 8.92 11.26 -2.69
10 F 0.25 -1.12 11.04
11 F 1.38 -0.60 9.27
12 F -6.26 -0.77 -17.72
13 F -4.11 -0.90 -17.91
14 F 5.24 9.01 1.86
15 F -8.39 -4.21 1.87
16 F 10.25 12.32 -1.36
17 F -3.59 -1.36 -10.16
18 F -5.26 -2.65 -17.37
19 F 0.03 3.60 6.00
20 F 3.37 9.92 1.27
21 F 9.24 13.38 -2.95
22 F -6.35 -4.18 2.57
23 O -5.56 -4.14 -0.08
24 O 2.58 8.90 3.73
25 O -1.85 -0.65 -7.51
26 O -1.75 -2.74 -8.35
27 O 3.64 6.98 3.22
28 O 0.76 4.30 8.58
29 O -7.67 -3.57 -0.64
30 O 2.17 -5.38 -5.44
31 O 7.38 13.78 -0.94
32 O 1.15 -7.43 -5.70
33 O 0.71 -3.96 9.55
34 O -5.57 -0.06 -15.14
35 O 0.04 -5.52 -4.53
36 O 2.21 2.57 8.58
37 O -4.08 -1.75 -15.12
38 O 2.51 -2.82 10.30
39 O 7.60 11.61 -0.37
40 N 1.75 -8.27 -4.78
41 C -7.32 -3.66 -2.03
42 C 3.14 6.39 4.43
43 C -0.39 0.44 2.49
44 C 7.92 12.71 -1.07
45 C -5.00 -0.95 -15.70
46 C 1.46 2.23 10.86
47 C 3.78 -4.49 9.09
48 C -1.46 -4.57 -1.30
49 C -6.68 -3.83 0.23
50 C 5.18 11.69 -0.08
51 C 1.12 3.03 6.54
52 C 1.42 -1.02 5.10
53 C 2.52 2.83 9.95
54 C 1.16 -6.08 -5.23
55 C -0.70 0.23 4.05
56 C -5.16 -1.32 -17.17
57 C -0.52 -3.24 -6.32
58 C -3.71 -1.50 -8.82
59 C 0.17 -5.75 -3.10
60 C 1.71 5.92 4.25
61 C -7.18 -3.65 1.67
62 C 1.31 3.39 8.01
63 C 1.24 -2.92 9.84
64 C 0.58 -1.55 9.80
65 C -0.14 -1.15 4.66
66 C 3.92 8.77 1.71
67 C -4.86 -2.10 -12.84
68 C -1.31 -5.71 -2.45
69 C 3.23 -4.06 10.43
70 C -0.44 -2.89 -7.79
71 C -1.84 -3.08 1.61
72 C -3.80 -1.48 -13.73
73 C 2.97 -8.56 -5.19
74 C -0.73 -1.94 1.25
75 C 6.54 11.76 0.59
76 C -1.78 -5.31 0.09
77 C -7.34 -5.10 -2.50
78 C -1.30 -0.46 1.51
79 C 3.28 8.26 2.99
80 C -2.35 -1.55 -8.13
81 C -1.26 -4.56 1.40
82 C 2.42 -1.35 3.89
83 C 9.08 12.42 -2.02
84 H 3.23 7.08 5.27
85 H -1.49 -6.77 -2.03
86 H 0.17 -2.00 -7.96
87 H 0.25 -2.17 1.78
88 H -2.40 -0.49 1.87
89 H 5.04 12.51 -0.78
90 H 1.73 2.36 11.91
91 H -2.91 -5.47 0.21
92 H 1.58 -1.80 5.93
93 H 1.63 5.24 3.39
94 H -2.84 -2.89 1.10
95 H 5.09 10.76 -0.66
96 H 1.62 0.00 5.60
97 H -8.31 -5.56 -2.28
98 H -0.65 1.54 2.24
99 H -0.70 -1.35 5.65
100 H -6.35 -3.19 -2.22
101 H 1.36 5.40 5.14
102 H 0.49 2.70 10.69
103 H -6.59 -5.70 -1.98
104 H 6.64 10.94 1.30
105 H 0.78 -4.93 -2.58
106 H 2.64 3.90 10.13
107 H 2.64 -0.46 3.22
108 H -0.58 -3.85 -1.27
109 H -4.96 -3.16 -13.04
110 H -2.11 -5.58 -3.27
111 H -1.24 -6.33 0.06
112 H 3.78 5.53 4.65
113 H 4.40 -5.39 9.20
114 H -3.70 -0.41 -13.56
115 H 1.04 6.76 4.05
116 H 2.98 -4.71 8.38
117 H -4.60 -1.96 -11.79
118 H 3.44 -1.64 4.36
119 H -2.01 -2.96 2.74
120 H 4.39 -3.70 8.64
121 H 0.48 -3.44 -5.91
122 H 3.48 2.36 10.16
123 H -1.83 0.25 4.27
124 H -0.34 -2.06 4.00
125 H -5.84 -1.64 -13.02
126 H 4.38 11.73 0.66
127 H -0.55 -2.06 0.11
128 H -0.97 -2.43 -5.74
129 H 6.66 12.69 1.16
130 H 0.04 -3.71 -8.34
131 H 2.60 -4.83 10.88
132 H -2.83 -1.93 -13.52
133 H 0.67 -6.76 -2.84
134 H 2.06 -2.26 3.31
135 H -1.35 0.05 0.48
136 H -7.15 -5.17 -3.57
137 H -2.37 -3.95 -1.63
138 H 0.72 0.33 2.24
139 H -1.14 -4.13 -6.17
140 H 1.34 1.17 10.65
141 H -8.06 -3.08 -2.59
142 H -0.11 -4.61 1.47
143 H -1.62 -5.18 2.30
144 H 4.05 -3.87 11.12
145 H -0.25 1.13 4.60

Mulliken atomic charge list, values in e, 6 entries:
1. S -0.119
2. F -0.254
3. F -0.243
4. F -0.273
5. F -0.268
6. F -0.262